1.
Molecular formula: C2H4FNO
Method: DFT, ωB97M-V/def2-TZVPD

Calculated values
Highest occupied orbital energy (alpha / beta) in eV: -9.20 / -8.53
Frontier orbital gap (alpha / beta) in Ha: 0.360 / 0.306
Maximum force in eV/A: 3.1
Energy above the lowest of the compared OMol25 structures with the same formula, charge and spin in kcal per mole: 143.35

```
! wB97M-V def2-TZVPD RIJCOSX def2/J DEFGRID3
* xyz 0 1
H 1.99144 1.44624 -0.45624
N -0.63346 -0.46542 0.58289
H 0.84638 2.37172 -1.60105
C -1.03314 -1.61806 0.87193
H -1.47173 -1.87056 1.91109
H -0.93095 -2.28040 -0.01657
O -0.42873 0.64331 1.05451
C 1.07715 1.51909 -1.03740
F 0.58304 0.25407 -1.30917
*
```

Atomic partial charges in e from the Mulliken method, atoms 1 to 2: 0.2857 0.3139



2.
Molecular formula: C2H4FNO
Method: DFT, ωB97M-V/def2-TZVPD

Calculated values
Highest occupied orbital energy in eV: -9.51
Frontier orbital gap in Ha: 0.377
Maximum force in eV/A: 2.5
Energy above the lowest of the compared OMol25 structures with the same formula, charge and spin in kcal per mole: 69.05

```
! wB97M-V def2-TZVPD RIJCOSX def2/J DEFGRID3
* xyz 0 1
H -0.54672 1.26072 0.07391
F -3.28341 -0.28758 -0.10350
H 2.34094 -1.29430 0.34712
C -1.90657 -0.32653 -0.03860
H -2.12117 1.68378 0.03404
O 1.46843 0.38784 0.11968
C 1.41659 -0.80261 0.21176
H 0.50738 -1.54988 -0.00186
N -1.48594 0.93577 0.06395
*
```

Atomic partial charges in e from the Mulliken method, atoms 1 to 2: 0.2384 -0.1484